Version i
DFT (the ωB97M-V functional and the def2-TZVPD basis) results for a 2-piece molecular cluster, C5H14O overall.

Output
**SMILES string**: CC(C)O.CC
**Spin multiplicity**: 1
**Gap between HOMO and LUMO**: 11.130 eV
**Lowest unoccupied orbital energy**: 0.03284 hartree

```
20
C5H14O the ωB97M-V functional and the def2-TZVPD basis
C -0.352 -1.222 0.983
C -1.127 -0.794 2.152
C 0.020 -2.658 0.828
O -1.303 -1.080 -0.134
H 0.385 -0.399 0.831
H -1.744 0.001 1.727
H -0.781 -3.370 0.754
H 0.739 -2.790 -0.015
H 0.448 -3.223 1.636
H -0.977 -1.095 -0.970
H -0.582 -0.302 2.997
H -1.763 -1.614 2.557
C 0.375 2.871 -1.455
C 1.291 1.788 -1.943
H 0.528 2.930 -0.381
H 0.588 3.844 -1.840
H -0.658 2.697 -1.588
H 2.006 2.241 -2.608
H 0.947 0.843 -2.356
H 1.959 1.332 -1.175
```

Results of the Mulliken charge analysis, in e, for atoms 1 through 5:
1 C 0.773
2 C -1.218
3 C -1.310
4 O -0.594
5 H 0.118



Version ii
DFT (the ωB97M-V functional and the def2-TZVPD basis) results for a 2-piece molecular cluster, C5H14O overall.

Output
**SMILES string**: CCCC.CO
**Spin multiplicity**: 1
**Gap between HOMO and LUMO**: 11.142 eV
**Lowest unoccupied orbital energy**: 0.02616 hartree

```
20
C5H14O the ωB97M-V functional and the def2-TZVPD basis
C -0.639 -2.274 1.265
C -1.754 -0.234 -1.873
C -0.675 -1.139 0.242
C -1.717 -1.369 -0.850
H 0.122 -2.081 2.040
H -0.397 -3.227 0.764
H -1.622 -2.374 1.754
H -0.770 -0.134 -2.363
H -1.996 0.719 -1.372
H -2.514 -0.427 -2.648
H -0.903 -0.186 0.757
H 0.320 -1.037 -0.231
H -1.490 -2.322 -1.365
H -2.713 -1.471 -0.377
O 2.162 3.364 -0.078
C 3.065 2.959 0.946
H 1.564 2.611 -0.266
H 3.727 3.820 1.140
H 3.686 2.101 0.637
H 2.544 2.698 1.882
```

Results of the Mulliken charge analysis, in e, for atoms 1 through 5:
1 C -1.229
2 C -1.200
3 C -0.305
4 C -0.327
5 H 0.337



Version iii
DFT (the ωB97M-V functional and the def2-TZVPD basis) results for a 2-piece molecular cluster, C5H14O overall.

Output
**SMILES string**: CCCC.CO
**Spin multiplicity**: 1
**Gap between HOMO and LUMO**: 11.365 eV
**Lowest unoccupied orbital energy**: 0.03376 hartree

```
20
C5H14O the ωB97M-V functional and the def2-TZVPD basis
C 1.778 0.840 0.617
C -0.952 1.297 -2.127
C 0.235 1.667 -1.241
C 0.615 0.497 -0.287
H 2.695 0.999 0.064
H 1.976 0.091 1.384
H 1.534 1.819 1.115
H -1.306 2.189 -2.609
H -1.741 0.980 -1.439
H -0.751 0.453 -2.792
H 0.022 2.523 -0.658
H 1.103 1.890 -1.882
H -0.257 0.269 0.246
H 0.851 -0.402 -0.969
C -1.165 -1.849 1.971
O -0.425 -2.234 0.779
H -0.753 -0.991 2.456
H -2.207 -1.616 1.573
H -1.329 -2.679 2.609
H 0.503 -2.364 1.080
```

Results of the Mulliken charge analysis, in e, for atoms 1 through 5:
1 C -1.241
2 C -1.206
3 C -0.588
4 C 0.024
5 H 0.348



The structure with the greatest stability is version ii.



Version i
DFT (the ωB97M-V functional and the def2-TZVPD basis) results for one molecule with the formula C3H5NOS2.

Output
**SMILES string**: C1=NSCSCO1
**Spin multiplicity**: 1
**Gap between HOMO and LUMO**: 9.270 eV
**Lowest unoccupied orbital energy**: 0.02793 hartree

```
12
C3H5NOS2 the ωB97M-V functional and the def2-TZVPD basis
C 1.329 0.193 0.194
C -0.653 -1.631 0.136
C -0.405 1.747 -0.443
H 0.970 0.124 1.235
H 2.406 0.274 0.203
H -0.926 -2.616 -0.238
H -0.568 -1.650 1.242
H -0.486 2.814 -0.535
N -1.470 1.076 -0.373
O 0.926 1.464 -0.349
S 0.915 -1.324 -0.727
S -2.037 -0.471 -0.346
```

Results of the Mulliken charge analysis, in e, for atoms 1 through 5:
1 C -0.530
2 C -0.624
3 C 0.195
4 H 0.306
5 H 0.301



Version ii
DFT (the ωB97M-V functional and the def2-TZVPD basis) results for one molecule with the formula C3H5NOS2.

Output
**Spin multiplicity**: 1
**Gap between HOMO and LUMO**: 8.328 eV
**Lowest unoccupied orbital energy**: -0.01641 hartree

```
12
C3H5NOS2 the ωB97M-V functional and the def2-TZVPD basis
C -1.043 -0.542 0.008
C -0.848 -1.505 0.901
C -0.303 1.554 -0.766
N -0.167 0.521 -0.056
O 2.368 1.426 0.362
S 2.248 -1.175 -0.780
S 1.846 0.095 0.610
H -1.875 -0.559 -0.691
H -0.032 -1.481 1.600
H -1.523 -2.339 0.955
H 0.491 2.288 -0.733
H -1.162 1.716 -1.410
```

Results of the Mulliken charge analysis, in e, for atoms 1 through 5:
1 C 0.137
2 C -0.691
3 C -0.154
4 N -0.213
5 O -0.502



The structure with the greatest stability is version i.



Version i
DFT (the ωB97M-V functional and the def2-TZVPD basis) results for one molecule with the formula C3H5NOS2.

Output
**Spin multiplicity**: 1
**Gap between HOMO and LUMO (spin up / spin down)**: 8.326 / 6.583 eV
**Lowest unoccupied orbital energy (spin up / spin down)**: -0.02166 / -0.03741 hartree

```
12
C3H5NOS2 the ωB97M-V functional and the def2-TZVPD basis
C -2.198 1.185 0.430
C -0.063 0.038 0.386
C -0.016 -0.892 -0.817
N -0.902 1.194 0.218
O -1.749 -2.624 0.451
S -3.399 2.158 0.171
S -1.590 -1.896 -0.842
H -0.398 -0.547 1.246
H 1.009 0.290 0.681
H 0.126 -0.389 -1.747
H 0.792 -1.560 -0.919
H -0.529 2.223 0.170
```

Results of the Mulliken charge analysis, in e, for atoms 1 through 5:
1 C -0.012
2 C -0.553
3 C -0.738
4 N -0.119
5 O -0.428



Version ii
DFT (the ωB97M-V functional and the def2-TZVPD basis) results for C3H5NOS2 as an isolated structure.

Output
**Spin multiplicity**: 1
**Gap between HOMO and LUMO**: 7.831 eV
**Lowest unoccupied orbital energy**: -0.04937 hartree

```
12
C3H5NOS2 the ωB97M-V functional and the def2-TZVPD basis
C -1.017 -0.649 0.160
C -0.123 0.477 -0.006
C 0.238 1.283 -1.225
H 0.195 -2.062 0.787
H -2.271 -0.600 -0.488
H -1.364 -0.716 1.360
H 0.656 2.350 -0.987
H 2.019 -0.420 2.740
N 0.771 0.520 0.982
O -0.296 -1.823 -0.085
S -0.201 0.763 -2.707
S 0.399 -0.406 2.508
```

Results of the Mulliken charge analysis, in e, for atoms 1 through 5:
1 C -0.669
2 C 0.831
3 C -0.346
4 H 0.410
5 H 0.250



The structure with the greatest stability is version i.



Version i
DFT (the ωB97M-V functional and the def2-TZVPD basis) results for an isolated ion of composition C2H5BrNO and charge +1.

Output
**SMILES string**: [NH3+]CC(=O)Br
**Spin multiplicity**: 1
**Net charge**: +1
**Gap between HOMO and LUMO**: 10.896 eV
**Lowest unoccupied orbital energy**: -0.16310 hartree

```
10
C2H5BrNO the ωB97M-V functional and the def2-TZVPD basis
C 1.706 -1.341 0.020
C 0.223 -0.827 0.163
N -0.024 0.614 -0.245
O 2.103 -2.414 -0.033
Br 3.039 0.370 -0.100
H 0.148 -0.788 1.325
H -0.639 -1.505 0.005
H -0.804 0.993 0.262
H 0.149 0.912 -1.302
H 0.916 1.113 0.095
```

Results of the Mulliken charge analysis, in e, for atoms 1 through 5:
1 C 0.341
2 C -0.332
3 N -0.388
4 O -0.221
5 Br -0.240



Version ii
DFT (the ωB97M-V functional and the def2-TZVPD basis) results for an isolated ion of composition C2H5BrNO and charge +1.

Output
**SMILES string**: [NH3+]C(=O)CBr
**Spin multiplicity**: 1
**Net charge**: +1
**Gap between HOMO and LUMO**: 10.166 eV
**Lowest unoccupied orbital energy**: -0.16381 hartree

```
10
C2H5BrNO the ωB97M-V functional and the def2-TZVPD basis
C 0.558 -0.368 -0.263
C 0.464 1.010 0.189
N -0.895 -0.917 -0.080
O 1.372 -1.082 -0.685
Br 2.265 1.854 0.249
H -0.116 1.612 -0.520
H 0.034 1.114 1.187
H -1.635 -0.232 -0.279
H -1.012 -1.247 0.890
H -1.034 -1.745 -0.687
```

Results of the Mulliken charge analysis, in e, for atoms 1 through 5:
1 C 0.575
2 C -0.863
3 N -0.390
4 O -0.287
5 Br -0.014



The structure with the greatest stability is version ii.



Version i
DFT (the ωB97M-V functional and the def2-TZVPD basis) results for a 2-piece molecular cluster, C4H14N2OS overall.

Output
**SMILES string**: NCCNCCS.O
**Spin multiplicity**: 1
**Gap between HOMO and LUMO**: 9.724 eV
**Lowest unoccupied orbital energy**: 0.02999 hartree

```
22
C4H14N2OS the ωB97M-V functional and the def2-TZVPD basis
C -0.775 0.250 1.505
N 0.273 0.166 0.453
C 0.270 -1.224 -0.124
C 1.480 -1.483 -0.993
S 2.818 -1.772 0.278
C -2.087 0.710 0.876
N -1.856 2.011 0.288
H -0.913 -0.700 2.031
H -0.408 1.021 2.203
H 3.640 -2.581 -0.405
H -0.637 -1.179 -0.765
H 0.194 -1.962 0.661
H 1.443 -2.502 -1.400
H 1.743 -0.734 -1.736
H -2.903 0.710 1.643
H -2.408 -0.026 0.120
H -1.098 1.985 -0.377
H 1.190 0.367 0.850
H -2.706 2.402 -0.090
H 0.793 1.103 -0.989
H 1.222 2.131 -2.065
O 0.726 1.307 -1.962
```

Results of the Mulliken charge analysis, in e, for atoms 1 through 5:
1 C -0.733
2 N -0.413
3 C -0.931
4 C -0.588
5 S -0.257



Version ii
DFT (the ωB97M-V functional and the def2-TZVPD basis) results for a 3-piece molecular cluster, C4H14N2OS overall.

Output
**Spin multiplicity**: 1
**Gap between HOMO and LUMO**: 4.391 eV
**Lowest unoccupied orbital energy**: -0.13571 hartree

```
22
C4H14N2OS the ωB97M-V functional and the def2-TZVPD basis
C -2.256 -0.893 -1.641
N -2.114 -0.660 -0.246
C -0.802 -0.442 0.217
C 0.314 -1.396 -0.222
S 1.915 -1.216 0.765
C -0.295 0.937 0.133
N 0.358 1.465 1.315
H -1.521 -0.252 -2.258
H -1.967 -1.937 -2.055
H -3.202 -0.702 -2.015
H 0.279 0.228 4.066
H -0.841 -0.538 1.328
H -0.013 -2.437 -0.110
H 0.621 -1.154 -1.220
H -0.195 0.223 4.616
H -1.150 1.617 -0.204
H 0.472 1.044 -0.731
H 0.821 2.393 1.287
H 1.119 0.851 1.471
H 3.456 0.997 -1.969
H 2.467 0.645 -0.859
O 2.534 1.226 -1.666
```

Results of the Mulliken charge analysis, in e, for atoms 1 through 5:
1 C -0.679
2 N -0.314
3 C 0.325
4 C -0.813
5 S -0.326



Version iii
DFT (the ωB97M-V functional and the def2-TZVPD basis) results for a 2-piece molecular cluster, C4H14N2OS overall.

Output
**SMILES string**: C[C@H](CS)NCN.O
**Spin multiplicity**: 1
**Gap between HOMO and LUMO**: 9.782 eV
**Lowest unoccupied orbital energy**: 0.02530 hartree

```
22
C4H14N2OS the ωB97M-V functional and the def2-TZVPD basis
C 0.957 -0.261 -1.637
C 0.023 0.479 -0.747
C 0.823 1.266 0.357
S 1.544 0.173 1.646
N -0.865 -0.454 -0.091
C -2.232 0.032 0.198
N -2.581 1.047 1.144
H 1.760 0.298 -2.076
H 1.325 -1.211 -1.364
H 0.503 -0.750 -2.504
H -0.536 1.320 -1.218
H 1.698 1.786 -0.032
H 0.250 2.105 0.881
H 2.806 0.516 1.555
H -0.969 -1.392 -0.439
H -2.827 0.163 -0.705
H -2.637 -0.933 0.665
H -1.955 1.027 1.951
H -2.476 1.982 0.773
H 0.998 -2.456 0.622
H 2.483 -1.987 0.472
O 1.909 -2.751 0.550
```

Results of the Mulliken charge analysis, in e, for atoms 1 through 5:
1 C -1.555
2 C 0.582
3 C -0.898
4 S -0.277
5 N -0.180



The structure with the greatest stability is version i.



Version i
DFT (the ωB97M-V functional and the def2-TZVPD basis) results for a 4-piece molecular cluster, CH11N2O3 overall.

Output
**Spin multiplicity**: 1
**Net charge**: +1
**Gap between HOMO and LUMO**: 11.698 eV
**Lowest unoccupied orbital energy**: -0.10759 hartree

```
17
CH11N2O3 the ωB97M-V functional and the def2-TZVPD basis
N 0.694 0.444 -0.537
C -0.171 1.427 -0.678
N -1.524 1.414 -0.714
H 0.435 -0.560 -0.387
H 1.571 0.706 -1.037
H 0.292 2.380 -0.921
H -1.906 2.330 -0.958
H -2.239 0.707 -0.437
H 3.931 0.217 0.055
H 2.934 -0.610 -0.743
O 3.099 0.208 -0.367
H -3.385 -0.894 0.675
H -2.125 -1.677 0.944
O -2.450 -0.858 0.494
H 0.531 -2.352 1.121
H -0.012 -1.409 2.174
O 0.326 -1.473 1.316
```

Results of the Mulliken charge analysis, in e, for atoms 1 through 5:
1 N -0.212
2 C 0.072
3 N -0.259
4 H 0.263
5 H 0.355



Version ii
DFT (the ωB97M-V functional and the def2-TZVPD basis) results for a 4-piece molecular cluster, CH11N2O3 overall.

Output
**Spin multiplicity**: 1
**Net charge**: +1
**Gap between HOMO and LUMO**: 12.271 eV
**Lowest unoccupied orbital energy**: -0.09978 hartree

```
17
CH11N2O3 the ωB97M-V functional and the def2-TZVPD basis
N -1.153 -0.538 -1.008
C -1.542 0.693 -0.994
N -0.720 1.695 -0.752
H -0.212 -0.765 -0.701
H -1.775 -1.339 -1.050
H -2.580 0.913 -1.204
H -1.201 2.576 -0.723
H 0.219 1.482 -0.382
H -2.608 -3.066 0.502
H -2.752 -3.734 -0.865
O -2.724 -2.871 -0.437
H 2.280 0.507 -0.593
H 2.025 0.302 0.896
O 1.567 0.428 0.053
H 4.045 0.957 3.081
H 3.398 1.825 2.010
O 3.734 0.936 2.169
```

Results of the Mulliken charge analysis, in e, for atoms 1 through 5:
1 N -0.182
2 C 0.157
3 N -0.262
4 H 0.205
5 H 0.271



Version iii
DFT (the ωB97M-V functional and the def2-TZVPD basis) results for a 4-piece molecular cluster, CH11N2O3 overall.

Output
**Spin multiplicity**: 1
**Net charge**: +1
**Gap between HOMO and LUMO**: 12.065 eV
**Lowest unoccupied orbital energy**: -0.10819 hartree

```
17
CH11N2O3 the ωB97M-V functional and the def2-TZVPD basis
N -0.410 0.088 -0.165
C -1.623 -0.151 -0.542
N -2.624 -0.484 0.261
H -0.262 0.235 0.830
H 0.379 -0.059 -0.794
H -1.827 -0.230 -1.603
H -3.485 -0.703 -0.228
H -2.697 -0.196 1.224
H 2.115 0.557 -3.224
H 2.276 -0.440 -2.162
O 1.735 0.334 -2.363
H -1.108 2.036 2.562
H 0.159 1.242 2.804
O -0.699 1.185 2.364
H 3.042 -0.984 1.147
H 3.107 -1.611 -0.292
O 2.602 -1.044 0.297
```

Results of the Mulliken charge analysis, in e, for atoms 1 through 5:
1 N -0.046
2 C 0.180
3 N -0.320
4 H 0.217
5 H 0.183



The structure with the greatest stability is version ii.